1.
3 unconnected molecules or ions with the total composition C3H9INO2 in a non-equilibrium geometry, computed with ωB97M-V/def2-TZVPD.

- HOMO (eV) = -14.04
- frontier orbital gap (hartree) = 0.363

```
! RIJCOSX wB97M-V def2-TZVPD def2/J DEFGRID3
* xyz 1 1
C 0.9194 2.2956 -0.1909
C 1.6164 1.1675 -0.6938
C -0.0168 -0.9218 1.2739
N 1.1983 -0.0431 -0.4524
O -1.1412 -0.2523 1.2530
O 0.0653 -2.1286 0.8363
I -2.9421 -2.5400 -1.0151
H 0.1042 2.5723 -0.8795
H 0.4755 1.8808 0.7838
H 1.4279 3.0923 0.1657
H 2.3744 1.4723 -1.3526
H 1.5336 -0.8982 -0.8481
H -3.9815 -2.1009 -2.0544
H 0.7397 -0.6079 2.1282
H -1.9821 -0.6745 1.0725
H -0.3911 -2.3135 -0.0266
*
```


2.
2 unconnected molecules or ions with the total composition C2H8NO4 in a non-equilibrium geometry, computed with ωB97M-V/def2-TZVPD.

- HOMO (eV) = -14.55
- frontier orbital gap (hartree) = 0.389

```
! RIJCOSX wB97M-V def2-TZVPD def2/J DEFGRID3
* xyz 1 1
C 2.0899 -0.3222 -0.1279
C -1.1590 -0.5873 0.0184
N 1.0110 0.6605 0.1047
O -1.1261 -0.4958 -1.2582
O -0.8997 -1.6834 0.6289
O -2.1568 1.4190 -0.0045
O -1.9122 0.2608 0.7221
H 3.0229 -0.1417 0.2301
H 1.8333 -1.2597 0.3134
H 2.2193 -0.2319 -1.2608
H 1.1745 0.8644 1.0678
H 1.1272 1.5418 -0.3978
H -0.9625 0.4301 -1.4779
H -1.1390 -1.9543 1.5261
H -3.1228 1.4998 -0.0843
*
```


3.
A gas-phase ion, C3H3N2O (charge +1) in a non-equilibrium geometry, computed with ωB97M-V/def2-TZVPD.

- HOMO (alpha / beta) (eV) = -17.26 / -17.08
- frontier orbital gap (alpha / beta) (hartree) = 0.269 / 0.275

```
! RIJCOSX wB97M-V def2-TZVPD def2/J DEFGRID3
* xyz 1 1
C 1.0113 -0.9141 0.0266
C 0.0456 0.1764 -0.0242
C -1.4296 0.0479 0.0390
N 0.7120 1.1928 0.0877
N 2.2434 -0.8754 -0.0194
O 2.6220 0.3136 0.0310
H -1.9363 0.8438 -0.4153
H -1.7754 -0.0723 1.0794
H -1.4931 -0.7126 -0.8049
*
```


4.
C4H10O2 in the gas phase in a non-equilibrium geometry, computed with ωB97M-V/def2-TZVPD.

- structure (SMILES) = CCOCCO
- HOMO (eV) = -9.67
- frontier orbital gap (hartree) = 0.392

```
! RIJCOSX wB97M-V def2-TZVPD def2/J DEFGRID3
* xyz 0 1
C -2.4977 0.3878 -0.4734
C -1.5262 -0.0921 0.5486
O -0.3273 -0.4348 -0.4217
C 0.9516 -0.7338 0.0911
C 1.8726 0.4965 0.0631
O 3.2357 0.1555 0.2095
H -2.8542 1.3983 -0.2973
H -1.7168 0.3554 -1.3378
H -3.2825 -0.3274 -0.6951
H -1.7956 -1.0298 1.0404
H -1.1662 0.6899 1.2226
H 0.8888 -1.1402 1.1070
H 1.3864 -1.5156 -0.5473
H 1.6971 1.0367 -0.8775
H 1.6418 1.1666 0.8933
H 3.4925 -0.4129 -0.5256
*
```


5.
A molecular structure, C23H22MnN5Se, computed with ωB97M-V/def2-TZVPD.

- HOMO (alpha / beta) (eV) = -9.95 / -10.12
- frontier orbital gap (alpha / beta) (hartree) = 0.221 / 0.225

```
! RIJCOSX wB97M-V def2-TZVPD def2/J DEFGRID3
* xyz 1 6
Mn -0.7638 0.3406 0.4445
N -1.3288 -2.6868 -2.7499
C -1.4586 -1.9075 -1.6824
N -0.5014 -1.1721 -1.1935
C 0.7280 -1.1186 -1.8500
N 1.6503 -0.2779 -1.4945
N 1.2442 0.5176 -0.4629
C 2.0936 1.2988 0.0738
C 1.6454 2.1076 1.2063
C 2.4417 3.0980 1.7539
C 1.9538 3.8264 2.8287
C 0.6906 3.5447 3.3171
C -0.0482 2.5387 2.7127
N 0.4188 1.8308 1.6880
C 0.9622 -2.0313 -2.9587
C 2.2006 -2.1431 -3.5953
C 2.3548 -3.0114 -4.6539
C 1.2763 -3.7781 -5.0976
C 0.0448 -3.6841 -4.4819
C -0.1029 -2.8112 -3.4115
H -2.1215 -3.2241 -3.0668
H -2.4293 -1.8839 -1.1962
H 3.1197 1.3636 -0.2788
H 3.4225 3.2962 1.3433
H 2.5551 4.6069 3.2747
H 0.2734 4.0895 4.1512
H -1.0509 2.2939 3.0424
H 3.0213 -1.5361 -3.2409
H 3.3134 -3.0999 -5.1455
H 1.4044 -4.4548 -5.9311
H -0.7940 -4.2786 -4.8213
C -8.3979 -2.0996 0.3068
C -7.0850 -1.3708 0.3879
C -6.6007 -0.6351 -0.6852
C -5.3931 0.0511 -0.6244
C -4.9342 0.8387 -1.8205
C -4.6505 -0.0097 0.5619
Se -3.0284 1.0292 0.6611
C -5.1047 -0.7474 1.6601
C -4.3619 -0.8559 2.9646
C -6.3215 -1.4127 1.5448
H -8.8566 -1.9788 -0.6733
H -9.0986 -1.7250 1.0542
H -8.2660 -3.1671 0.4892
H -7.1815 -0.5856 -1.5997
H -5.6697 0.7777 -2.6213
H -3.9780 0.4696 -2.2000
H -4.7805 1.8882 -1.5677
H -3.3435 -0.4862 2.8875
H -4.3321 -1.8942 3.2974
H -4.8695 -0.2796 3.7408
H -6.6784 -1.9848 2.3953
*
```


6.
A molecular structure, C25H25AuN6OSSi in a non-equilibrium geometry, computed with ωB97M-V/def2-TZVPD.

- HOMO (alpha / beta) (eV) = -12.67 / -12.67
- frontier orbital gap (alpha / beta) (hartree) = 0.129 / 0.128

```
! RIJCOSX wB97M-V def2-TZVPD def2/J DEFGRID3
* xyz 2 1
Au 0.0239 0.1754 -0.0501
N -2.9197 2.8057 -1.4479
C -2.4603 3.7357 -0.5435
C -2.9174 4.9886 -0.1595
C -2.1930 5.6528 0.8068
C -1.0306 5.1014 1.3619
C -0.5730 3.8553 0.9918
C -1.3125 3.1578 0.0448
N -1.1364 1.9106 -0.4895
C -2.1038 1.7337 -1.3794
C -2.1936 0.5050 -2.1183
C -3.0355 0.1484 -3.1408
S -2.7001 -1.4471 -3.6623
C -1.4613 -1.5474 -2.4879
N -1.3114 -0.4786 -1.7704
H -3.7150 2.9195 -2.0532
H -3.8034 5.4215 -0.5925
H -2.5254 6.6236 1.1428
H -0.4938 5.6794 2.0991
H 0.3181 3.4083 1.3934
H -3.8099 0.7250 -3.6057
H -0.8625 -2.4286 -2.3682
N 2.5730 -6.6670 0.3888
C 3.6003 -7.5684 0.3421
C 3.6554 -8.9486 0.4807
C 4.9086 -9.5366 0.3787
C 6.0632 -8.7867 0.1399
C 6.0214 -7.4126 -0.0045
C 4.7674 -6.7911 0.0961
N 4.4225 -5.4889 0.0052
C 3.1167 -5.4248 0.1872
C 2.3879 -4.1794 0.1769
C 3.0814 -2.9767 -0.0221
C 2.3932 -1.7834 -0.0392
N 1.0695 -1.7205 0.1163
C 0.3941 -2.8493 0.3305
C 1.0013 -4.0882 0.3678
H 1.6044 -6.8981 0.5496
H 2.7693 -9.5399 0.6543
H 4.9916 -10.6070 0.4846
H 7.0105 -9.2981 0.0682
H 6.9108 -6.8301 -0.1784
H 4.1498 -3.0036 -0.1649
H 2.9032 -0.8409 -0.1757
H -0.6719 -2.7549 0.4800
H 0.3912 -4.9585 0.5398
C -1.1819 1.3755 3.5945
Si 0.6750 1.2208 3.2257
C 1.6043 2.8190 3.8512
C 1.4958 0.0343 4.5447
O 1.0485 0.8073 1.7551
H -1.3635 1.7290 4.6035
H -1.6882 0.4219 3.4915
H -1.6614 2.0742 2.9159
H 1.4515 2.9211 4.9175
H 1.1861 3.6792 3.3449
H 2.6634 2.7429 3.6363
H 1.2796 0.4162 5.5329
H 2.5655 -0.0016 4.3897
H 1.0685 -0.9515 4.4262
*
```


7.
C4H6ClN in the gas phase in a non-equilibrium geometry, computed with ωB97M-V/def2-TZVPD.

- structure (SMILES) = ClN1C=CCC1
- HOMO (eV) = -8.29
- frontier orbital gap (hartree) = 0.334

```
! RIJCOSX wB97M-V def2-TZVPD def2/J DEFGRID3
* xyz 0 1
Cl 2.7944 0.1537 -0.2155
N 1.2075 -0.0455 0.4854
C 0.5644 -1.2066 0.1401
C -0.7208 -1.0771 -0.2324
C -1.0593 0.3941 -0.1309
C 0.2730 1.0986 0.1324
H 1.0713 -2.0712 0.1637
H -1.4107 -1.8155 -0.2229
H -1.4885 0.8069 -1.0623
H -1.8733 0.4884 0.7832
H 0.5347 1.4980 -0.8454
H 0.1071 1.7763 1.0045
*
```


For reference, energy by record: -622.29348, -436.32241, -300.23161, -308.82213, -4715.72169, -2194.31966, -670.87180 Ha.